No. 1
The following is a quantum chemistry calculation of a structure of composition C21H31BeF5P2, from OMol25.

The geometry in XYZ format:
```
60
Properties=species:S:1:pos:R:3:forces:R:3
P 2.9002 0.0356 -0.7743 1.16 -1.15 -1.50
P -0.6827 -2.0562 -1.7134 -3.10 0.91 2.35
C 2.1535 -1.5997 -1.2458 -0.23 -0.44 0.14
C 0.9855 -1.6619 -2.2682 0.51 0.01 -0.64
H 1.8437 -2.0963 -0.3139 0.23 0.17 -0.21
H 2.9813 -2.1975 -1.6707 -0.22 0.37 0.27
H 0.9232 -0.7653 -2.8995 -0.12 -0.06 0.26
H 1.2036 -2.4644 -2.9924 0.05 0.12 0.23
C -0.6682 -3.5493 -0.6722 0.23 -0.40 -0.49
H -1.6464 -3.6672 -0.1797 0.45 0.39 -0.19
H 0.1215 -3.4927 0.0947 -0.56 0.00 -0.40
H -0.5097 -4.4287 -1.3137 0.16 -0.17 -0.13
C -1.7658 -2.4399 -3.0939 0.52 -1.16 -1.38
H -1.6107 -3.4872 -3.3849 -0.20 0.20 -0.32
H -1.5335 -1.7972 -3.9540 -0.22 -0.11 0.18
H -2.8199 -2.3207 -2.8051 0.47 0.13 0.14
C 4.6439 -0.4234 -0.4026 0.00 -0.32 -0.27
H 5.1671 0.4497 0.0139 -0.20 -0.27 -0.26
H 5.1513 -0.7864 -1.3074 0.00 0.04 0.30
H 4.6475 -1.2105 0.3635 0.00 0.14 -0.19
C 3.0103 0.9785 -2.3450 0.15 -0.19 -0.31
H 2.0273 1.0238 -2.8288 0.22 0.05 0.13
H 3.7388 0.5090 -3.0178 -0.20 0.13 -0.01
H 3.3281 2.0088 -2.1330 -0.06 -0.32 -0.05
Be 2.7602 1.6438 0.3722 -2.68 0.57 1.96
C -4.1506 0.4006 1.2777 -0.34 -0.12 0.28
C -4.0312 -0.7191 1.9979 -0.39 -0.22 -0.27
C -2.8350 -1.6239 2.0993 0.50 0.10 0.34
C -1.4753 -0.9822 1.7528 -0.10 0.13 0.99
C -0.9861 -1.0558 0.3841 1.94 -1.20 0.49
C -1.5190 -0.6109 -0.8964 1.75 0.73 -0.66
C -2.9603 -0.1138 -0.9676 0.03 -0.48 -0.76
C -3.2418 0.8920 0.1801 0.13 0.57 -0.21
C 3.9190 2.8147 0.5871 0.56 0.15 -0.32
H -5.0154 1.0538 1.4656 0.15 -0.55 -0.18
H -4.8979 -1.0664 2.5789 0.35 0.52 0.05
H -2.9407 -2.5699 1.5422 -0.15 0.26 -0.02
H -2.7653 -1.9284 3.1562 -0.22 0.05 -0.15
H -1.4455 0.0532 2.1092 -0.49 0.32 0.70
H -0.7081 -1.4785 2.3802 -0.34 0.07 -0.23
H 0.1210 -1.0720 0.4068 -0.21 0.43 -0.19
H -0.9128 0.2177 -1.3271 -0.14 0.57 -0.10
H -3.6799 -0.9358 -0.9696 -0.11 -0.05 0.34
H -3.1044 0.3924 -1.9371 0.05 -0.13 0.31
H -2.2918 1.2791 0.5805 -0.16 -0.24 -0.14
H -3.7318 1.7718 -0.2629 0.13 -0.24 0.07
H 3.3832 3.7657 0.7337 0.33 -0.17 -0.10
H 4.6037 2.8856 -0.2672 0.16 0.33 0.22
H 4.5089 2.6175 1.4926 0.00 0.10 -0.12
F 1.6262 0.6378 3.1120 0.19 0.71 -0.12
C 0.9771 1.6705 2.4998 -0.85 0.49 0.33
C 1.1688 1.8980 1.1469 -0.19 -0.14 -0.10
C 0.2199 2.7051 0.5448 -0.82 0.39 0.74
F 0.0874 2.7130 -0.8204 0.52 0.38 0.45
C -0.6879 3.4965 1.2753 0.29 -0.26 -0.47
F -1.5288 4.3511 0.6527 0.29 -0.32 0.24
C -0.6992 3.4036 2.6651 0.26 0.07 -0.03
F -1.4303 4.2610 3.4044 0.06 -0.55 -0.33
C 0.0821 2.4283 3.2810 0.45 -0.42 -0.17
F -0.0086 2.2430 4.6133 0.02 0.08 -0.47
```
Positions in Å, forces in eV/Å.

For the relative energy (zero: lowest compared OMol25 entry of this formula, charge and spin), the calculation gives 108.2 kJ/mol. Its HOMO energy is -0.168 Eh. For the LUMO energy, the calculation gives 0.051 eV. Its HOMO-LUMO gap is 4.62 eV. The total energy is -54840.2518 eV. Its molar mass is 449.429 g/mol. As for the net charge: 0.

***

No. 2
The following is a quantum chemistry calculation of a cluster of 2 separate species, C35H40Cl2F4N3O6 in total, from OMol25.

The geometry in XYZ format:
```
90
Properties=species:S:1:pos:R:3:forces:R:3
C 3.8195 -3.1681 0.5358 -0.99 -0.32 0.52
C 2.4178 -3.9653 0.5628 0.70 -2.41 -2.32
O 2.1799 -4.9274 -0.1944 0.56 3.78 3.21
O 1.4219 -3.4672 1.5060 -0.27 0.31 -2.57
C 0.5125 -2.5800 0.7830 1.38 0.62 1.48
O -0.2961 -3.3114 -0.1949 -1.00 4.02 0.20
C -1.2521 -2.4041 -0.7745 -2.99 -4.13 -0.68
O -2.2507 -2.9683 -1.3022 4.03 3.35 1.91
C -1.1493 -0.8168 -0.7026 0.92 1.96 -0.05
C -0.3223 -0.1145 -1.8554 -1.97 2.23 3.38
C 0.4212 -0.9448 -3.0223 -0.16 0.47 -0.46
Cl 1.6691 -2.1466 -2.3423 -1.09 1.37 -0.49
C -0.6253 -1.6616 -4.0591 -0.36 0.06 -0.90
C -2.1081 -1.0686 -3.9896 -0.30 0.71 -0.07
Cl -0.5725 -3.5182 -3.9364 -0.36 1.71 -0.13
C -0.2970 1.4572 -1.7706 -0.27 -2.80 -0.13
C 0.4981 2.1992 -2.9749 -0.91 0.67 1.44
C 2.0553 2.4340 -2.6232 2.06 1.90 -1.08
O 2.6999 3.1930 -3.3881 -2.35 -2.92 2.58
C 2.7772 1.7900 -1.3402 0.96 -1.50 1.87
C 2.3637 2.1618 0.1264 2.28 -2.36 0.13
C 3.0741 1.5207 1.3718 1.25 -1.13 -4.77
C 4.2315 0.5035 1.0537 -2.04 1.71 -2.28
C 4.6300 0.1432 -0.4075 -2.54 2.09 0.22
C 3.9058 0.7571 -1.6392 -1.27 1.40 4.02
N -0.9522 2.2021 -0.6952 0.03 -3.40 0.31
C -0.8650 3.7157 -0.6461 -0.24 1.45 -0.86
C -2.1532 4.2757 -1.4164 -0.02 0.61 -0.56
C -2.2296 5.8712 -1.5502 -0.68 1.15 -1.08
C -0.8390 6.5939 -1.8914 0.84 -0.84 0.07
C -3.2088 6.1625 -2.8285 1.30 -0.47 -0.13
C -1.7162 1.5332 0.3570 0.02 -2.02 -0.45
C -2.4649 2.4356 1.4741 1.20 0.48 0.95
C -1.5894 2.7834 2.6889 -3.93 1.59 0.64
C -2.2992 3.6369 3.8127 -2.32 -1.76 -5.10
C -3.7727 3.9824 3.4171 1.30 -0.69 -0.52
C -4.4774 3.5715 2.1104 3.34 -0.70 1.35
N -3.7996 2.7726 1.1508 1.86 1.35 3.36
C -1.8475 -0.0343 0.4435 2.88 2.36 -3.07
C -2.6642 -0.6480 1.6574 -1.00 -1.03 1.28
F -2.2254 -0.1693 2.9480 -0.62 -0.80 -3.33
F -2.6236 -2.0592 1.7856 0.76 2.84 -0.86
C -4.2531 -0.2924 1.4301 -0.70 -0.83 2.57
F -5.0006 -1.5067 1.4004 1.71 2.93 -0.36
F -4.6561 0.3661 2.6534 0.58 -1.13 -2.95
H 3.9479 -2.6838 1.5637 -0.09 -0.49 -1.61
H 4.7052 -3.8689 0.3266 -1.67 0.90 0.26
H 3.7158 -2.3870 -0.3030 0.23 -1.09 1.40
H 1.1768 -1.7711 0.3160 -1.07 -1.11 0.09
H -0.1294 -2.0487 1.5782 0.83 -1.28 -1.11
H 1.0670 -0.2681 -3.7014 -1.20 -0.87 1.57
H -0.2518 -1.4520 -5.1342 -0.40 -0.38 1.94
H -2.0691 0.0631 -4.2473 0.12 -1.73 0.36
H -2.6158 -1.1396 -2.9719 0.87 -0.21 -1.35
H -2.8231 -1.5288 -4.7596 1.38 0.42 1.09
H 0.0465 3.2504 -3.1130 0.77 -1.63 0.13
H 0.3372 1.6626 -3.9786 0.41 0.66 1.75
H 1.5269 2.9103 0.3591 1.44 -1.17 -0.67
H 2.7500 1.7767 2.4394 0.66 -0.42 -1.86
H 4.7589 0.0329 1.9453 -0.67 0.62 -1.55
H 5.4557 -0.6122 -0.6174 -1.24 1.21 0.53
H 4.1492 0.5020 -2.7321 -0.27 0.38 2.04
H 0.0551 4.1129 -1.2248 -1.40 -1.15 0.96
H -0.7210 4.1176 0.4158 -0.56 -1.01 -1.39
H -2.0876 3.8641 -2.4998 -0.02 0.57 1.70
H -3.1582 3.9164 -1.0112 1.59 0.23 -0.23
H -2.7225 6.3978 -0.6477 0.92 -1.14 -1.16
H -0.2196 5.8931 -2.5769 -0.91 1.11 0.92
H -0.9456 7.5750 -2.4745 -0.08 -1.44 1.06
H -0.1786 6.7814 -0.9583 -1.16 -0.24 -1.46
H -2.7569 5.5243 -3.6854 -1.00 1.00 1.19
H -4.2883 5.8505 -2.6376 1.46 0.55 -0.32
H -3.0921 7.2522 -3.1773 -0.55 -1.63 0.77
H -0.5106 2.4196 2.8027 -1.85 0.51 -0.35
H -1.7938 3.9588 4.7774 -0.90 -0.49 -1.50
H -4.3874 4.5993 4.1700 1.08 -1.08 -1.37
H -5.5566 3.8913 1.8731 1.99 -0.64 0.50
H -4.4063 0.3637 0.5095 -0.24 -0.97 1.43
C 4.2988 -8.2133 3.9451 0.15 -0.08 0.06
C 3.6976 -7.0958 3.1368 -0.03 0.45 -0.32
O 4.3839 -6.2060 2.6479 -0.03 -0.01 0.07
N 2.3498 -7.0915 2.9545 0.54 -0.04 0.17
C 1.3790 -8.0444 3.4466 -0.21 0.34 -0.27
H 5.3794 -8.0811 4.0025 -0.18 0.10 -0.09
H 3.8949 -8.2012 4.9599 -0.02 -0.18 -0.07
H 4.0934 -9.1739 3.4674 -0.06 -0.01 0.18
H 2.0210 -6.3114 2.4019 -0.02 -0.15 0.02
H 0.8576 -8.4761 2.5899 -0.11 -0.18 0.19
H 0.6601 -7.5102 4.0713 -0.10 -0.26 0.07
H 1.8400 -8.8411 4.0276 0.03 0.15 -0.09
```
Positions in Å, forces in eV/Å.

Its HOMO energy is -0.394 Eh. For the LUMO energy, the calculation gives -4.943 eV. Its HOMO-LUMO gap is 5.77 eV. The total energy is -89592.5392 eV. Its molar mass is 745.618 g/mol. As for the net charge: +1.

***

No. 3
The following is a quantum chemistry calculation of a structure of composition C8H8N2, from OMol25.

The geometry in XYZ format:
```
18
Properties=species:S:1:pos:R:3:forces:R:3
C -1.6522 2.9450 1.6645 0.06 0.04 0.40
C -1.7729 2.3532 -0.4307 -0.51 0.56 -0.35
C -0.8856 1.8308 1.5400 1.83 -3.32 -2.04
C -0.1604 0.3911 0.4000 -0.25 0.50 0.34
C 1.4656 -2.4528 -0.6987 0.20 -0.39 -0.05
C 0.6573 -1.3602 -1.4181 -0.32 0.23 -0.50
C 1.3455 -1.6800 0.6268 0.23 -0.14 0.48
C 0.4867 -0.6721 -0.0780 -1.02 1.95 1.56
N -2.1755 3.2358 0.4415 -0.39 0.31 -0.68
N -0.9729 1.4661 0.2115 0.14 0.22 0.95
H -1.8429 3.5346 2.5340 -0.07 0.16 0.19
H -2.0356 2.3385 -1.4678 0.01 -0.09 -0.23
H 0.9685 -3.4202 -0.6804 0.04 -0.01 -0.05
H 2.4839 -2.5769 -1.0582 -0.01 -0.06 -0.04
H 1.2262 -0.7734 -2.1361 0.03 0.05 -0.05
H -0.2671 -1.6871 -1.8922 -0.02 0.01 0.00
H 0.8508 -2.2036 1.4413 -0.01 -0.06 0.04
H 2.2807 -1.2687 1.0005 0.08 0.01 0.02
```
Positions in Å, forces in eV/Å.

For the relative energy (zero: lowest compared OMol25 entry of this formula, charge and spin), the calculation gives 702.6 kJ/mol. Its HOMO energy is -0.327 Eh. For the LUMO energy, the calculation gives -0.674 eV. Its HOMO-LUMO gap is 8.22 eV. The total energy is -11399.3413 eV. Its molar mass is 132.166 g/mol. As for the net charge: 0.

***

No. 4
The following is a quantum chemistry calculation of a cluster of 2 separate species, C2H8N4O3 in total, from OMol25.

The geometry in XYZ format:
```
17
Properties=species:S:1:pos:R:3:forces:R:3
C 0.2584 -2.3596 0.5309 -0.73 1.57 4.28
C 0.5962 -1.2123 -0.3804 0.56 -0.69 -0.86
N -0.3629 1.6230 1.4945 1.47 0.07 -1.99
N -0.2590 0.3546 1.0613 -1.22 0.03 1.70
N 0.4984 0.1621 -0.0057 1.83 -0.35 -0.91
N -0.4450 2.1361 -1.8341 -0.79 0.34 1.37
O 0.4986 2.6449 -0.9514 -0.02 0.79 -1.67
O -0.5100 2.6081 -2.9387 0.85 -0.23 0.75
O -1.1967 1.3187 -1.3408 -0.18 0.20 -0.87
H 0.9084 -2.3105 1.4768 -0.46 -0.53 -1.47
H -0.7630 -2.4174 1.0085 0.56 0.34 -0.92
H 0.3587 -3.2365 -0.0149 0.53 -1.73 -0.72
H 1.6942 -1.3884 -0.5650 -1.12 0.34 -0.74
H -0.0614 -1.3943 -1.2681 0.88 0.53 0.01
H 0.3476 2.2325 -0.0617 -0.36 0.00 -0.40
H -0.8701 1.6782 2.3287 -1.05 -0.22 1.58
H -0.6926 -0.4392 1.4601 -0.76 -0.44 0.85
```
Positions in Å, forces in eV/Å.

As for the expectation value of S²: 2.01. Its HOMO energy (spin up / spin down) is -0.267 / -0.386 Eh. For the LUMO energy (spin up / spin down), the calculation gives 0.670 / -1.511 eV. Its HOMO-LUMO gap (spin up / spin down) is 7.94 / 9.00 eV. As for the spin multiplicity: 3. The total energy is -14297.6185 eV. Its molar mass is 136.111 g/mol. As for the net charge: 0.

***

Repeat the fourth record exactly.
The following is a quantum chemistry calculation of a cluster of 2 separate species, C2H8N4O3 in total, from OMol25.

The geometry in XYZ format:
```
17
Properties=species:S:1:pos:R:3:forces:R:3
C 0.2584 -2.3596 0.5309 -0.73 1.57 4.28
C 0.5962 -1.2123 -0.3804 0.56 -0.69 -0.86
N -0.3629 1.6230 1.4945 1.47 0.07 -1.99
N -0.2590 0.3546 1.0613 -1.22 0.03 1.70
N 0.4984 0.1621 -0.0057 1.83 -0.35 -0.91
N -0.4450 2.1361 -1.8341 -0.79 0.34 1.37
O 0.4986 2.6449 -0.9514 -0.02 0.79 -1.67
O -0.5100 2.6081 -2.9387 0.85 -0.23 0.75
O -1.1967 1.3187 -1.3408 -0.18 0.20 -0.87
H 0.9084 -2.3105 1.4768 -0.46 -0.53 -1.47
H -0.7630 -2.4174 1.0085 0.56 0.34 -0.92
H 0.3587 -3.2365 -0.0149 0.53 -1.73 -0.72
H 1.6942 -1.3884 -0.5650 -1.12 0.34 -0.74
H -0.0614 -1.3943 -1.2681 0.88 0.53 0.01
H 0.3476 2.2325 -0.0617 -0.36 0.00 -0.40
H -0.8701 1.6782 2.3287 -1.05 -0.22 1.58
H -0.6926 -0.4392 1.4601 -0.76 -0.44 0.85
```
Positions in Å, forces in eV/Å.

As for the expectation value of S²: 2.01. Its HOMO energy (spin up / spin down) is -0.267 / -0.386 Eh. For the LUMO energy (spin up / spin down), the calculation gives 0.670 / -1.511 eV. Its HOMO-LUMO gap (spin up / spin down) is 7.94 / 9.00 eV. As for the spin multiplicity: 3. The total energy is -14297.6185 eV. Its molar mass is 136.111 g/mol. As for the net charge: 0.